Entry 1:
Here is a molecular structure, C17H30Al2Cl3F5ILiN4O3S at a distorted geometry from the Open Molecules 2025 dataset. Energies are from ωB97M-V/def2-TZVPD.

## Properties
- ΔE to the lowest compared entry with this formula, charge and spin: 0.0 kJ/mol
- DFT total energy: -113693.0311 eV
- Net charge: +2

```
67
C17H30Al2Cl3F5ILiN4O3S | the Open Molecules 2025 dataset | ωB97M-V/def2-TZVPD
N -2.249 -2.755 1.266
C -1.676 -1.710 0.684
N -0.582 -1.890 -0.137
N -2.230 -0.466 0.930
C -1.213 0.455 1.524
C -0.354 1.237 0.541
C 0.804 1.929 1.247
I 1.734 3.319 -0.100
C -2.970 0.134 -0.207
C -4.160 -0.711 -0.662
C -5.355 -0.738 0.304
C -5.754 0.644 0.828
S -7.089 0.400 2.011
O -6.422 0.254 3.357
O -7.839 -0.735 1.602
Cl -8.304 1.955 2.009
H -3.079 -2.475 1.783
H -1.636 -3.353 1.820
H 0.304 -2.151 0.265
H -0.722 -1.789 -1.129
H -0.533 -0.164 2.123
H -1.693 1.120 2.242
H 0.021 0.566 -0.235
H -0.928 2.018 0.040
H 1.562 1.240 1.619
H 0.458 2.599 2.081
H -3.294 1.122 0.109
H -2.334 0.294 -1.085
H -3.862 -1.745 -0.864
H -4.460 -0.292 -1.624
H -6.211 -1.130 -0.245
H -5.200 -1.442 1.123
H -4.949 1.124 1.382
H -6.120 1.300 0.038
Cl 1.423 4.261 2.663
Li 3.503 3.266 3.351
F -0.387 -6.356 -5.505
C -0.795 -5.840 -4.367
C -0.174 -6.230 -3.183
C -0.606 -5.677 -1.975
C -1.650 -4.752 -1.964
C -2.261 -4.375 -3.162
C -1.832 -4.912 -4.372
H 0.633 -6.952 -3.215
H -0.120 -5.967 -1.053
H -1.982 -4.326 -1.027
H -3.075 -3.662 -3.156
H -2.289 -4.625 -5.310
C 5.826 2.060 1.255
O 4.788 2.704 1.464
N 6.561 2.228 0.173
C 7.806 1.519 -0.055
C 6.083 3.196 -0.813
H 6.230 1.328 1.969
H 8.621 2.236 -0.149
H 7.735 0.936 -0.974
H 8.018 0.849 0.777
H 5.983 4.157 -0.314
H 5.103 2.893 -1.185
H 6.780 3.269 -1.641
F 8.056 6.343 1.336
Al 6.578 7.158 1.207
F 5.557 6.220 0.198
F 6.801 8.678 0.537
F 5.863 7.272 2.736
Al 0.531 -3.605 -3.148
Cl -6.972 -1.457 4.260
```

Entry 2:
Here is a single C3H3N3S2 molecule from the Open Molecules 2025 dataset. Energies are from ωB97M-V/def2-TZVPD.

## Properties
- ΔE to the lowest compared entry with this formula, charge and spin: 124.8 kJ/mol
- DFT total energy: -29298.4654 eV
- SMILES: S=Cn1nncc1S

```
11
C3H3N3S2 | the Open Molecules 2025 dataset | ωB97M-V/def2-TZVPD
S 3.211 -0.574 -0.084
C 1.620 -0.814 -0.139
N 0.629 0.165 -0.102
N 0.915 1.485 -0.096
N -0.193 2.133 -0.085
C -1.235 1.245 -0.099
C -0.740 -0.012 -0.104
S -1.551 -1.572 -0.170
H 1.176 -1.817 -0.208
H -2.276 1.579 -0.085
H -1.557 -1.819 1.171
```

Entry 3:
Here is a single C4H7N3 molecule at a distorted geometry from the Open Molecules 2025 dataset. Energies are from ωB97M-V/def2-TZVPD.

## Properties
- ΔE to the lowest compared entry with this formula, charge and spin: 270.8 kJ/mol
- DFT total energy: -8728.8722 eV
- SMILES: [H]/N=C(\C#N)NCC

```
14
C4H7N3 | the Open Molecules 2025 dataset | ωB97M-V/def2-TZVPD
H 2.215 -1.486 -1.070
N 1.322 -1.402 -0.602
C 1.206 -0.244 -0.068
C 2.141 0.866 -0.200
N 2.866 1.764 -0.268
N 0.179 0.062 0.725
C -1.047 -0.677 0.726
C -1.610 0.496 -0.410
H 0.063 0.969 1.132
H -0.899 -1.690 0.302
H -1.238 -0.900 1.826
H -0.933 1.318 -0.834
H -2.437 1.035 0.016
H -1.828 -0.110 -1.274
```

Computed values of gap between HOMO and LUMO (unit: eV) for the preceding records, in sequence: 1.425; 8.246; 9.574.